{"formula": "C5H8", "method": "ωB97M-V/def2-TZVPD", "spin_multiplicity": 1, "gap_ev": 9.90, "e_tot_ev": -5312.1471, "fmax_ev_per_a": 2.688, "relative_energy_kj_mol": 194.9, "homo_energy_ev": -8.729, "symbols": ["C", "C", "C", "C", "C", "H", "H", "H", "H", "H", "H", "H", "H"], "xyz": [[-1.870, 0.083, -0.139], [-0.392, 0.067, 0.075], [0.530, 1.061, 0.186], [0.488, -1.092, 0.081], [1.756, 0.322, -0.042], [0.425, 2.090, 0.506], [-2.208, 1.047, -0.520], [-2.160, -0.678, -0.868], [-2.411, -0.126, 0.786], [0.818, -1.473, 1.040], [0.374, -1.861, -0.684], [2.055, 0.135, -1.066], [2.596, 0.425, 0.647]], "forces_ev_per_a": [[-0.0548, 0.1002, 0.1013], [-0.0087, 1.5015, -0.0573], [-1.4097, -0.2270, 0.2627], [2.4000, 1.1517, -0.0574], [-0.8627, -2.5438, -0.1110], [-0.0982, 0.1588, -0.2539], [0.0247, -0.0059, 0.0771], [0.0416, -0.0346, 0.0410], [-0.0389, -0.0656, -0.0088], [-0.3544, -0.2045, 0.1314], [0.1797, -0.0203, 0.0240], [0.1664, 0.3969, -0.1008], [0.0151, -0.2074, -0.0483]]}

---

{"formula": "C5H8", "method": "ωB97M-V/def2-TZVPD", "total_charge": 1, "spin_multiplicity": 2, "gap_ev": [7.47, 9.68], "e_tot_ev": -5298.8864, "fmax_ev_per_a": 7.377, "relative_energy_kj_mol": 616.3, "homo_energy_ev": [-13.637, -15.802], "symbols": ["C", "C", "C", "C", "C", "H", "H", "H", "H", "H", "H", "H", "H"], "xyz": [[-0.264, 0.808, -1.217], [0.296, 1.266, 0.163], [0.781, 0.077, -0.581], [-0.828, -0.809, 1.103], [0.099, -1.282, 0.012], [0.052, 1.275, -2.098], [0.509, 1.239, 1.238], [0.834, 2.224, -0.042], [1.731, -0.129, -0.992], [-1.250, -1.601, 1.778], [-1.365, 0.114, 1.156], [-1.007, -0.984, -0.088], [0.413, -2.199, -0.432]], "forces_ev_per_a": [[-0.3115, 0.5013, 2.1391], [2.3509, 2.4738, -1.6019], [-0.7653, -4.1106, 0.5926], [1.3719, -5.3490, 0.0800], [1.7296, 6.3457, 3.3405], [-0.5671, 1.4327, -1.1821], [-1.8615, -0.4825, 0.0229], [-0.1717, -0.7424, -0.4152], [0.9461, -0.0434, -0.4889], [0.1122, 0.5676, -1.0689], [0.7390, 0.9091, 0.0648], [-3.2802, -0.3999, -2.1697], [-0.2924, -1.1024, 0.6869]]}

---

{"formula": "C5H8Ag5BBr4F4O3", "method": "ωB97M-V/def2-TZVPD", "total_charge": 2, "spin_multiplicity": 1, "gap_ev": 2.64, "e_tot_ev": -323145.1460, "fmax_ev_per_a": 5.412, "relative_energy_kj_mol": 1313.6, "homo_energy_ev": -11.015, "symbols": ["Ag", "Ag", "Ag", "Ag", "Ag", "C", "O", "O", "O", "B", "F", "F", "F", "F", "Br", "C", "C", "Br", "H", "H", "H", "H", "Br", "C", "C", "Br", "H", "H", "H", "H"], "xyz": [[-0.601, 5.287, 1.273], [4.468, 2.161, 3.158], [-1.711, 1.913, -4.253], [6.663, 3.020, -2.814], [2.186, 7.115, -3.604], [2.277, 1.794, -1.538], [2.380, 2.396, -2.576], [3.226, 1.225, -0.922], [1.185, 1.909, -0.977], [-2.711, 6.513, -3.612], [-3.215, 5.438, -2.945], [-1.767, 6.093, -4.533], [-3.642, 7.135, -4.337], [-2.086, 7.361, -2.728], [2.373, -6.965, 0.215], [1.235, -6.289, -1.274], [1.412, -4.761, -1.355], [0.117, -4.183, -2.689], [0.274, -6.718, -0.989], [1.638, -6.789, -2.154], [2.446, -4.525, -1.609], [1.124, -4.321, -0.400], [-2.789, -3.319, 3.546], [-2.016, -1.645, 4.374], [-2.391, -1.645, 5.822], [-1.332, -3.158, 6.602], [-2.229, -0.808, 3.709], [-0.941, -1.682, 4.200], [-3.443, -1.819, 6.049], [-2.131, -0.733, 6.359]], "forces_ev_per_a": [[-0.1363, -0.0992, -0.2634], [-0.1046, -0.1775, -0.2451], [0.0012, 0.3327, 0.1540], [-0.3293, -0.2062, 0.0042], [-0.4528, -0.0367, -0.1238], [1.3754, -0.7666, 3.2224], [1.4992, 2.0110, -4.7954], [0.6375, -0.2848, -0.1185], [-3.2490, -0.2452, 1.9396], [0.2595, 0.4361, -0.6099], [-0.5369, -1.9037, 1.1555], [2.1436, -1.2794, -0.9828], [-2.0318, 1.2547, -0.7294], [0.9447, 0.9499, 1.3993], [-0.0603, 0.2632, -0.3009], [1.0952, -0.2412, 0.5595], [-0.7345, -1.5221, 0.6249], [0.2622, 0.3259, -0.0895], [-0.0985, 0.7088, -0.3586], [-0.2397, 0.1296, 0.0421], [-0.3352, 0.1976, -0.2339], [0.0975, 0.1595, -0.2481], [0.4434, 1.1719, 0.0696], [0.2676, -0.7235, -1.3474], [0.4036, -0.3544, 0.5589], [-0.5568, 0.8502, 0.2220], [-1.1895, 0.0959, 0.4447], [0.0599, -0.6567, 0.5108], [0.1534, -0.3028, -0.3309], [0.4113, -0.0871, -0.1300]]}

---

{"formula": "C5H8BN", "method": "ωB97M-V/def2-TZVPD", "spin_multiplicity": 3, "gap_ev": [5.68, 7.29], "e_tot_ev": -7477.1575, "fmax_ev_per_a": 8.998, "relative_energy_kj_mol": 36.7, "homo_energy_ev": [-4.826, -9.602], "symbols": ["B", "C", "C", "C", "C", "C", "N", "H", "H", "H", "H", "H", "H", "H", "H"], "xyz": [[-0.006, -1.312, -0.309], [1.542, -1.156, -0.248], [1.979, 0.005, 0.104], [1.273, 1.160, 0.267], [-0.059, 1.122, 0.158], [-2.194, 0.002, 0.064], [-0.742, -0.105, 0.031], [-0.663, -2.270, -0.294], [2.220, -1.982, -0.466], [3.090, 0.099, 0.264], [1.837, 2.099, 0.194], [-0.683, 1.971, 0.158], [-2.479, 0.264, -0.977], [-2.641, -0.904, 0.507], [-2.475, 1.009, 0.547]], "forces_ev_per_a": [[0.2036, 1.0307, 1.2163], [-3.7107, -6.7037, -2.1953], [5.8728, 6.3578, 2.4595], [5.4982, -0.3004, -0.6110], [-5.9180, -0.8393, -0.6996], [0.2065, 1.9999, -0.6116], [0.5047, 0.4411, 0.3272], [-0.2166, -0.8178, -0.4841], [-0.1485, 0.2624, 0.1134], [-1.0242, 0.1657, -0.3245], [-0.4431, -0.3408, 0.6351], [-0.4560, 0.8843, 0.0996], [-0.5614, -0.9461, 0.3260], [-0.0717, 0.7054, -0.4064], [0.2644, -1.8993, 0.1553]]}

---

{"formula": "C5H8BNO4S", "method": "ωB97M-V/def2-TZVPD", "spin_multiplicity": 1, "gap_ev": 8.81, "e_tot_ev": -26504.8118, "fmax_ev_per_a": 3.568, "homo_energy_ev": -8.633, "smiles": "CS(=O)(=O)N/C=C\\C=C1/OB1O", "symbols": ["C", "S", "O", "O", "N", "C", "C", "C", "C", "O", "B", "O", "H", "H", "H", "H", "H", "H", "H", "H"], "xyz": [[-2.968, -1.449, 0.937], [-2.795, -0.537, -0.651], [-3.586, 0.684, -0.526], [-2.958, -1.450, -1.737], [-1.163, -0.123, -0.663], [-0.700, 1.032, -0.120], [0.514, 1.579, -0.252], [1.586, 1.035, -1.064], [2.659, 0.379, -0.769], [3.100, -0.174, 0.455], [3.824, -0.516, -0.704], [4.743, -1.345, -1.051], [-3.525, -0.928, 1.596], [-3.571, -2.278, 0.720], [-1.952, -1.598, 1.309], [-0.583, -0.767, -1.198], [-1.413, 1.695, 0.408], [0.605, 2.496, 0.352], [1.507, 1.347, -2.133], [5.407, -1.825, -0.677]], "forces_ev_per_a": [[2.2562, 0.0373, -2.5762], [-0.1634, 1.3791, 1.4046], [1.0831, -1.4565, -0.3150], [-0.0191, -0.1132, -0.0207], [-1.5092, -1.3509, -0.6965], [0.4436, 2.3764, 0.6350], [-0.8297, 0.0235, 1.4753], [-0.9770, 1.6481, -2.2752], [0.7044, -0.7552, 0.0142], [0.8341, -0.3907, -0.2124], [-1.5346, 0.7478, 2.0834], [-1.0203, 0.8967, -3.1283], [-1.5716, 2.3929, 2.1292], [-0.1898, -1.7222, -0.4374], [-0.3729, -0.5142, -0.0659], [-0.0688, 0.4302, 0.1824], [0.0431, -1.0807, -0.2833], [0.4258, -0.3889, -0.5999], [0.1896, -0.4792, 0.6514], [2.2766, -1.6802, 2.0355]]}

---

{"formula": "C5H8Br2", "method": "ωB97M-V/def2-TZVPD", "spin_multiplicity": 3, "gap_ev": [8.12, 10.03], "e_tot_ev": -145393.9268, "fmax_ev_per_a": 5.419, "relative_energy_kj_mol": 95.2, "homo_energy_ev": [-7.504, -10.465], "symbols": ["C", "C", "C", "C", "C", "Br", "Br", "H", "H", "H", "H", "H", "H", "H", "H"], "xyz": [[-1.260, 0.380, 3.478], [-1.516, -0.383, 2.531], [1.264, -0.425, -2.432], [0.948, -0.303, -0.947], [-0.256, 0.447, -0.683], [-0.194, 2.292, -0.822], [-1.860, -0.354, -1.090], [-1.278, 0.309, 4.639], [-0.807, 1.402, 3.112], [-1.922, -0.901, 1.694], [0.426, -1.102, -2.939], [1.383, 0.509, -2.866], [2.275, -0.833, -2.633], [0.913, -1.249, -0.482], [1.885, 0.211, -0.560]], "forces_ev_per_a": [[2.0712, 4.0840, 2.8977], [-1.5799, -2.4484, -1.7826], [-1.0717, -3.4477, -0.7400], [2.9855, 1.0457, -0.4522], [-0.3549, 0.7083, 0.3984], [-0.0135, 0.4672, 0.0293], [-0.7277, -0.3528, -0.1629], [-0.1437, -0.2852, -1.9958], [-0.6452, -1.2227, 0.9982], [0.3025, -0.1334, -0.0331], [1.9501, 1.6361, 0.6693], [-0.6276, 1.9946, -0.9729], [-0.6477, -0.5198, 0.4314], [-0.1600, -1.2264, 0.5080], [-1.3374, -0.2995, 0.2073]]}

---

{"formula": "C5H8Br2N2", "method": "ωB97M-V/def2-TZVPD", "spin_multiplicity": 1, "gap_ev": [8.00, 8.00], "e_tot_ev": -148376.2074, "fmax_ev_per_a": 4.782, "relative_energy_kj_mol": 370.7, "homo_energy_ev": [-8.226, -8.225], "symbols": ["C", "C", "C", "C", "C", "N", "N", "Br", "Br", "H", "H", "H", "H", "H", "H", "H", "H"], "xyz": [[1.417, -0.445, -0.176], [-1.780, -0.439, -0.638], [2.539, 0.013, -0.956], [-1.128, 1.260, 1.574], [-0.492, 0.101, 1.012], [-1.177, -0.832, -1.605], [0.579, 0.344, 0.300], [1.259, -2.417, 0.056], [-3.565, -0.691, 0.052], [2.909, -0.447, -2.012], [2.126, 1.037, -1.269], [3.327, -0.102, -0.263], [-0.925, 1.998, 0.846], [-2.152, 1.082, 1.585], [-0.717, 1.681, 2.599], [-0.687, -0.926, 1.331], [-1.534, -1.216, -2.436]], "forces_ev_per_a": [[-1.9160, -1.9621, -0.4383], [1.5460, 0.4876, 3.1114], [0.0807, 1.0155, -4.1536], [1.2269, 1.6506, 2.5518], [-3.4307, -2.9147, -1.6131], [0.8777, 0.8117, 0.0407], [3.0113, 0.6579, -1.1458], [0.2296, 0.5000, 0.1331], [-0.2455, 0.0100, -0.4308], [-1.3974, 0.2786, 2.7603], [1.6614, -0.9317, 0.8310], [1.5846, 0.8216, 0.4017], [0.0201, 1.3226, -0.5419], [-1.9390, 0.0043, 0.6820], [-0.8240, -1.2051, -1.8419], [0.3543, 0.2083, 0.7209], [-0.8399, -0.7552, -1.0675]]}

---

{"formula": "C5H8BrClN3", "method": "ωB97M-V/def2-TZVPD", "total_charge": 1, "spin_multiplicity": 1, "gap_ev": [8.86, 8.86], "e_tot_ev": -92340.0004, "fmax_ev_per_a": 6.369, "relative_energy_kj_mol": 340.7, "homo_energy_ev": [-13.140, -13.139], "symbols": ["C", "C", "C", "C", "C", "N", "N", "N", "Cl", "Br", "H", "H", "H", "H", "H", "H", "H", "H"], "xyz": [[1.021, -1.314, 1.316], [0.382, -0.262, -0.589], [-1.703, -0.806, 0.440], [-1.105, -0.542, 1.899], [1.169, 1.497, -1.996], [0.115, -1.082, 2.077], [-0.900, -0.129, -0.560], [1.346, 0.293, -1.189], [2.434, -2.080, 1.259], [-0.975, 1.485, 2.052], [-1.651, -1.843, 0.289], [-2.700, -0.504, 0.484], [-1.869, -0.746, 2.639], [0.104, 1.622, -1.938], [1.659, 2.238, -1.373], [1.621, 1.363, -2.958], [-1.271, 0.786, -0.770], [2.323, 0.023, -1.083]], "forces_ev_per_a": [[-2.5118, 1.8447, -2.6837], [2.1770, -4.3797, 4.0799], [2.5453, 0.2913, 2.2471], [-3.1636, 2.4306, -2.1397], [0.1353, -0.2317, 1.5485], [2.4838, -1.6143, 1.4462], [-1.4794, 1.4861, -0.4350], [1.0540, 0.9934, -1.3542], [1.1478, -0.4531, 0.0107], [0.0598, -0.6886, 0.1636], [-0.0114, -1.4763, -0.3374], [-1.4625, 0.7734, -0.5310], [0.4059, -0.4113, 0.3065], [-0.2996, 0.8271, -0.9937], [-0.0233, 0.7216, -0.6090], [-0.1456, 0.2221, -0.5878], [-0.3088, 0.1530, -0.5666], [-0.6032, -0.4884, 0.4356]]}